No. 1
C8H7FO2 | ωB97M-V/def2-TZVPD

Structure (XYZ):
```
18
Properties=species:S:1:pos:R:3:forces:R:3:lowdin_charge:R:1
O 2.48101 -1.29674 0.62021 0.074 0.036 0.137 0.04
C 1.85551 -0.47375 -0.31135 -0.184 -0.218 -0.338 -0.37
O 2.21134 0.88519 -0.13313 0.330 0.136 0.048 -0.05
C 1.08851 1.73496 -0.00487 -0.772 0.536 -0.858 -0.12
C -0.10460 0.80389 -0.02282 -0.012 0.549 0.139 -0.15
C -1.45720 1.08653 0.13203 -0.254 -0.164 -0.022 0.06
C -2.32461 -0.00158 0.06869 0.654 0.475 -0.005 -0.27
F -3.64223 0.22911 0.20097 -0.055 -0.094 0.016 0.06
C -1.88314 -1.30611 -0.11758 -0.411 0.190 0.126 -0.01
C -0.52844 -1.55134 -0.25800 0.300 -0.505 -0.089 0.00
C 0.34983 -0.47806 -0.21757 0.051 -0.237 -0.065 -0.12
H 2.17459 -1.00744 1.48448 0.023 -0.084 0.291 0.11
H 2.24593 -0.83061 -1.26806 -0.109 0.108 -0.074 0.16
H 1.14175 2.31728 0.92274 0.096 -0.047 -0.157 0.13
H 1.03145 2.45087 -0.88406 0.196 -0.681 0.944 0.15
H -1.85046 2.09354 0.29602 0.164 -0.366 -0.072 0.13
H -2.63838 -2.08030 -0.11919 0.140 -0.147 -0.079 0.12
H -0.15086 -2.57544 -0.38850 -0.230 0.512 0.059 0.13
```
Forces are in eV/Å.

Summary:
HOMO level, eV: -9.4
Structure (SMILES): O[C@@H]1OCc2cc(F)ccc21
LUMO energy, eV: 0.79
ΔE to the lowest compared entry with this formula, charge and spin, eV: 0.0000

***

No. 2
C22H31N7NaO2S | ωB97M-V/def2-TZVPD

Structure (XYZ):
```
64
Properties=species:S:1:pos:R:3:forces:R:3:lowdin_charge:R:1
Na 0.66005 -0.41035 -0.03598 -0.051 0.066 0.010 0.22
C 2.52467 3.73577 -0.55495 0.017 0.005 0.013 -0.03
C 1.68866 2.49130 -0.39747 -0.066 -0.009 -0.043 -0.24
N 1.94084 1.52417 0.38366 0.039 -0.031 0.017 0.08
C 3.07347 1.41966 1.27139 0.019 0.005 -0.024 -0.19
C 2.59176 1.28911 2.72880 0.001 0.007 0.024 -0.21
N 1.60477 0.27154 3.02448 -0.004 -0.011 -0.025 -0.07
C 2.03824 -1.12122 2.98370 0.022 0.007 0.014 -0.22
C 0.82232 -2.04371 2.89375 -0.029 -0.016 -0.004 -0.21
N 0.34120 -2.10899 1.52160 0.055 0.065 -0.056 -0.09
C -1.00019 -2.60820 1.28793 -0.010 0.002 0.021 -0.19
C -1.50981 -2.22905 -0.11089 0.046 0.008 -0.028 -0.15
N -1.91265 -0.82316 -0.22577 -0.052 -0.058 -0.005 -0.08
C -2.03819 -0.22988 -1.53024 0.023 0.004 0.046 -0.27
C -2.90076 -0.88529 -2.57367 -0.033 -0.008 -0.031 -0.10
C -1.32072 0.93087 -1.81816 0.001 -0.007 -0.010 -0.23
C -1.52654 1.69309 -3.02645 -0.033 -0.036 0.011 -0.04
C -0.70127 2.74116 -3.31819 0.025 0.035 -0.017 -0.11
C 0.36108 3.09308 -2.46663 -0.002 -0.017 0.036 -0.07
C 0.48799 2.33491 -1.31038 0.063 0.018 0.024 -0.25
N -0.33736 1.35978 -0.97580 -0.021 -0.001 -0.035 0.10
H 3.14741 3.91746 0.31754 0.002 0.006 -0.006 0.06
H 1.88607 4.60306 -0.71605 -0.010 -0.004 0.006 0.08
H 3.17561 3.63382 -1.42635 0.003 -0.006 0.002 0.09
H 3.78786 2.25054 1.21371 -0.007 0.004 0.010 0.10
H 3.61003 0.51047 0.97951 -0.005 -0.005 0.014 0.11
H 2.16489 2.25297 3.02495 0.000 0.001 -0.006 0.11
H 3.46885 1.12370 3.36457 0.001 -0.005 -0.006 0.11
H 0.78013 0.40022 2.44794 -0.002 0.006 0.013 -0.01
H 2.59029 -1.34125 3.90540 -0.008 0.000 0.004 0.11
H 2.70234 -1.35262 2.14027 -0.003 -0.002 -0.002 0.09
H 0.02359 -1.63351 3.51915 0.005 0.001 0.007 0.11
H 1.08178 -3.03611 3.29340 0.004 0.002 0.000 0.11
H 1.04019 -2.56965 0.93745 -0.009 0.000 -0.018 0.10
H -1.66022 -2.17016 2.04248 -0.002 -0.009 0.003 0.10
H -1.07470 -3.70309 1.39426 -0.007 0.000 -0.001 0.11
H -2.31667 -2.92515 -0.38868 -0.007 0.000 0.010 0.10
H -0.71254 -2.36758 -0.84747 -0.009 -0.025 -0.002 0.13
H -2.92269 -1.97393 -2.44220 0.004 -0.003 0.008 0.06
H -2.48576 -0.72087 -3.57174 0.001 -0.003 0.006 0.07
H -3.95183 -0.55096 -2.61476 0.003 0.012 0.017 0.07
H -2.34311 1.44505 -3.69124 0.007 0.017 -0.013 0.09
H -0.86440 3.30865 -4.22911 -0.007 -0.007 -0.002 0.09
H 1.05447 3.87946 -2.72428 -0.007 0.008 -0.009 0.08
S -1.64538 0.88277 2.31177 0.044 0.034 0.011 0.71
C -3.03956 0.24396 1.67455 -0.078 -0.040 0.006 -0.72
C -4.31946 0.52405 2.26925 0.005 0.003 -0.015 -0.11
C -5.47001 -0.05466 1.84824 -0.022 0.004 -0.003 -0.09
C -5.44134 -0.97156 0.77068 0.046 0.007 0.011 -0.07
C -4.24371 -1.19937 0.17955 -0.028 0.008 -0.016 -0.06
N -3.09148 -0.60163 0.58676 0.061 0.004 0.007 -0.03
H -4.30513 1.22018 3.09463 0.005 -0.005 0.003 0.09
H -6.40615 0.18355 2.33857 0.000 -0.004 0.001 0.10
H -6.32737 -1.47122 0.40934 -0.005 0.004 -0.002 0.10
H -4.13459 -1.86550 -0.65965 0.001 -0.001 -0.011 0.11
N 3.78105 -0.18542 -2.94009 0.007 -0.005 -0.015 -0.01
C 4.03939 -1.22290 -1.94325 -0.008 -0.037 -0.012 -0.21
C 2.75285 -1.65332 -1.21905 0.029 -0.009 -0.041 -0.69
O 2.88384 -2.15919 -0.07987 0.000 -0.013 0.021 -0.05
O 1.66826 -1.45452 -1.82187 -0.012 0.017 0.054 -0.05
H 2.77869 -0.20426 -3.11723 0.000 0.005 0.009 0.05
H 4.24426 -0.39559 -3.81376 -0.002 0.001 0.001 0.04
H 4.74893 -0.88220 -1.18653 -0.009 0.009 0.006 0.09
H 4.45778 -2.13826 -2.38152 0.008 0.004 0.010 0.11
```
Forces are in eV/Å.

Summary:
HOMO level, eV: -3.0
LUMO energy, eV: 2.24
Total charge: -1

***

No. 3
C29H48Cl32N3O3S2 | ωB97M-V/def2-TZVPD

Structure (XYZ):
```
117
Properties=species:S:1:pos:R:3:forces:R:3:lowdin_charge:R:1
C -0.78555 2.06537 -2.47358 -0.165 -0.280 -1.393 -0.14
C -0.16755 0.88988 -3.26722 0.550 0.412 -0.050 -0.22
N -0.18243 -0.35190 -2.48578 0.001 0.066 0.685 -0.11
C 0.43742 -1.48968 -3.15294 0.394 -0.881 0.591 -0.12
C 2.02436 -1.52436 -2.97380 -1.289 0.908 0.771 -0.14
C 2.34461 -0.58477 -1.80935 -0.386 -1.373 -0.785 -0.17
N 2.93622 0.58974 -2.04033 -0.266 -0.387 0.865 0.16
C 3.20072 1.46303 -1.03939 0.188 0.900 -0.157 0.00
C 2.87159 1.18017 0.26174 -0.374 -0.490 0.391 0.06
C 2.26918 -0.06843 0.56515 0.462 -1.196 -0.905 0.02
C 1.84072 -0.47307 1.96740 -0.638 0.473 1.259 -0.50
O 1.03563 0.19579 2.55013 0.404 0.137 -0.986 0.04
O 2.33201 -1.62335 2.58134 -0.528 0.076 -1.835 -0.42
S 0.97456 -2.52101 3.12040 -0.382 -0.305 0.996 0.87
C 2.00953 -0.97059 -0.49648 0.273 1.397 0.454 -0.12
N 1.40382 -2.25363 -0.27791 1.176 0.046 -0.218 0.13
C 2.25092 -3.09616 0.02648 0.421 0.045 0.845 -0.73
S 3.38038 -4.00725 0.59622 -0.701 -0.069 -0.661 0.89
C -1.50609 -0.65645 -1.98671 -1.098 -0.151 -0.536 -0.43
C -1.78370 -1.26758 -0.61111 0.655 -0.192 0.146 0.03
O -2.45751 -0.42447 -2.70043 0.227 0.216 0.308 0.08
H -0.51839 2.04583 -1.40492 -0.281 -0.190 -0.403 0.05
H -0.38967 3.00273 -2.90020 -0.292 -0.274 0.194 0.07
H -1.88442 2.03488 -2.65089 1.030 0.226 0.499 0.01
H -0.62649 0.72172 -4.25972 -0.011 0.309 0.429 0.07
H 0.89349 1.16264 -3.47031 -0.431 -0.432 0.056 0.11
H 0.17288 -1.55863 -4.22621 0.093 0.082 0.426 0.14
H 0.06964 -2.40076 -2.64118 0.024 0.393 -0.436 0.12
H 2.30301 -2.53194 -2.63307 0.106 0.410 -0.615 0.07
H 2.52047 -1.23766 -3.90798 0.041 -0.144 0.470 0.08
H 3.15924 0.81072 -3.00808 0.060 0.096 0.235 0.18
H 3.65812 2.40965 -1.34605 -0.170 -0.452 0.223 0.15
H 3.05928 1.90860 1.05906 -0.052 -0.316 -0.424 0.14
H 0.97782 -3.67470 2.38707 0.653 0.614 -0.181 -0.18
H -0.89621 -1.40874 0.02467 -0.283 0.040 -0.376 0.05
H -2.26897 -2.24585 -0.77258 0.178 0.379 0.082 0.10
H -2.49542 -0.64086 -0.04270 0.284 -0.116 -0.543 0.08
C -2.95459 4.31413 -0.37852 -0.073 0.024 0.079 -0.95
Cl -3.34674 2.63718 -0.76607 -0.605 0.187 0.146 0.52
Cl -1.21138 4.51268 -0.13486 0.015 0.243 0.111 0.53
H -3.27505 4.95458 -1.19364 0.104 -0.104 -0.056 0.04
H -3.47200 4.59068 0.53417 0.108 -0.092 0.046 0.03
C 0.53433 -6.17385 -0.43731 0.146 -0.061 -0.162 -1.03
Cl -0.67181 -7.03698 -1.38921 -0.040 0.051 -0.018 0.54
Cl 0.05487 -6.05210 1.26238 0.077 0.087 0.066 0.55
H 1.47762 -6.70825 -0.49915 -0.088 -0.075 0.045 0.01
H 0.64799 -5.17271 -0.84157 -0.140 -0.023 0.027 0.00
C -3.41932 -6.34327 2.47649 0.071 -0.076 0.000 -1.05
Cl -3.32296 -4.76988 3.28177 0.124 0.024 -0.020 0.50
Cl -5.08925 -6.75423 2.06192 0.014 -0.056 -0.040 0.53
H -2.83080 -6.30804 1.56578 -0.104 0.077 -0.004 -0.02
H -3.02444 -7.10437 3.14475 -0.124 0.247 -0.069 -0.07
C -1.88544 1.54184 3.80514 -0.008 -0.161 -0.154 -1.01
Cl -1.85797 3.09041 4.66144 -0.392 -0.222 0.206 0.54
Cl -2.54995 1.72207 2.17336 0.058 -0.073 0.118 0.52
H -0.87246 1.16246 3.73132 -0.111 0.225 -0.111 -0.08
H -2.50226 0.84347 4.36178 -0.072 0.132 -0.005 0.04
C 0.19036 5.14535 3.42395 -0.040 0.210 0.045 -1.05
Cl 1.41355 6.38538 3.13456 -0.003 0.063 -0.039 0.53
Cl 0.74296 3.55175 2.89026 0.260 -0.107 -0.159 0.51
H -0.02419 5.10355 4.48675 0.133 -0.043 -0.057 0.00
H -0.70852 5.40384 2.87350 0.088 -0.067 -0.085 0.01
C -3.05471 1.73237 -5.73817 -0.145 -0.133 0.112 -1.05
Cl -1.82546 2.97343 -6.03281 0.019 0.028 0.049 0.52
Cl -2.48731 0.13279 -6.23576 -0.041 -0.091 -0.023 0.53
H -3.28364 1.70868 -4.67562 0.128 -0.026 -0.006 0.01
H -3.94776 1.98265 -6.30353 0.263 -0.149 0.056 -0.08
C -3.91553 -9.62298 4.31140 -0.204 -0.065 0.021 -1.01
Cl -4.36534 -9.66534 6.01661 -0.036 -0.003 -0.056 0.53
Cl -2.21623 -9.16088 4.10137 0.106 -0.181 -0.012 0.53
H -4.06359 -10.60881 3.88366 0.116 0.008 0.070 0.03
H -4.54203 -8.89867 3.80050 0.069 0.038 0.067 -0.02
C 1.31974 2.08111 6.32018 0.017 0.185 0.116 -1.02
Cl 2.85126 1.81718 7.15956 -0.006 0.058 -0.015 0.53
Cl 0.79542 0.62712 5.45853 0.151 0.001 0.322 0.59
H 0.56135 2.34749 7.04645 0.026 -0.152 0.011 -0.04
H 1.44552 2.88523 5.60184 0.056 -0.136 -0.065 -0.01
C 5.05161 -3.51125 -4.18350 0.090 -0.196 -0.108 -0.95
Cl 5.06531 -1.97391 -3.28859 0.424 -0.093 0.038 0.56
Cl 3.45157 -3.89968 -4.82393 0.081 -0.082 -0.040 0.56
H 5.74746 -3.43403 -5.01189 -0.074 0.129 0.018 0.03
H 5.36096 -4.30513 -3.51197 -0.080 0.098 0.071 0.03
C -5.80787 -0.04059 -3.74397 0.128 -0.145 0.014 -1.01
Cl -5.95413 1.32039 -2.62249 0.057 -0.082 0.011 0.50
Cl -6.42523 0.37764 -5.34438 0.002 -0.037 -0.088 0.53
H -4.75939 -0.31041 -3.83420 -0.017 0.107 0.031 -0.01
H -6.37329 -0.87986 -3.35285 -0.090 0.111 -0.028 0.03
C 4.83982 8.22886 3.70779 0.075 -0.065 0.175 -1.02
Cl 4.69453 9.55441 4.86295 0.015 -0.059 0.010 0.53
Cl 4.21565 8.68749 2.11565 0.038 -0.216 -0.070 0.52
H 5.88655 7.96141 3.60849 -0.027 0.120 -0.060 0.03
H 4.27219 7.37915 4.07362 -0.084 0.096 -0.045 0.00
C 0.99594 -9.61793 -3.61270 -0.194 -0.090 -0.046 -1.04
Cl 2.31857 -8.65919 -2.92909 0.036 0.094 0.096 0.48
Cl 1.54983 -10.60977 -4.96200 -0.061 0.013 0.026 0.52
H 0.59888 -10.26630 -2.83878 0.130 0.002 -0.002 0.03
H 0.22255 -8.94387 -3.96573 0.115 0.037 -0.029 0.02
C -4.35046 4.01541 -8.64075 0.117 0.016 -0.131 -1.01
Cl -5.41088 3.30195 -9.85818 0.062 0.014 -0.016 0.52
Cl -5.06621 3.92385 -7.02458 -0.248 0.340 -0.076 0.54
H -3.40759 3.47708 -8.63631 -0.082 -0.052 0.052 0.01
H -4.18113 5.05784 -8.88865 -0.115 -0.022 0.049 0.03
C 6.73310 -3.22844 2.00847 0.024 0.048 0.097 -1.04
Cl 6.75305 -4.99586 2.07829 -0.148 0.049 -0.010 0.51
Cl 8.13186 -2.59661 1.13482 -0.064 0.072 -0.012 0.51
H 5.83001 -2.90681 1.49976 0.072 -0.033 -0.045 -0.03
H 6.74583 -2.83869 3.02108 0.086 -0.073 -0.025 0.03
C 2.67037 11.80378 1.17801 0.100 -0.024 0.038 -1.05
Cl 2.65295 13.23397 2.21457 0.082 -0.019 0.006 0.51
Cl 1.06904 11.47872 0.49983 0.022 -0.091 -0.060 0.49
H 3.36953 11.96794 0.36451 -0.104 0.089 -0.007 0.03
H 2.98139 10.94763 1.76701 -0.142 0.137 0.030 -0.06
C -3.47524 2.76198 8.16890 -0.188 -0.045 -0.051 -1.03
Cl -4.09328 2.87054 9.81767 -0.036 -0.017 -0.064 0.53
Cl -1.73253 3.06589 8.10855 0.020 0.051 0.116 0.51
H -3.66934 1.76561 7.78587 0.093 0.003 0.085 0.03
H -3.97941 3.50079 7.55480 0.092 0.049 0.070 0.02
```
Forces are in eV/Å.

Summary:
HOMO level, eV: -11.9
LUMO energy, eV: -4.47
Total charge: +1